(1)
Density functional theory data (ωB97M-V/def2-TZVPD) for a molecular structure, C16H24F6FeN3O10S2.

Element x y z (Å)
Fe 0.3879 -0.1248 -0.3071
C -1.5768 1.1823 -3.7674
C -1.0980 0.8853 -2.5278
C -2.0578 0.8721 -1.3895
O -1.5885 0.4667 -0.2493
C -3.2830 1.4228 -1.5183
C -3.7993 1.8628 -2.7818
C -2.9153 1.6385 -3.9945
O -3.3338 1.9061 -5.1263
O -4.8382 2.4736 -2.9159
O 0.1152 0.4866 -2.2829
H -0.8695 1.0443 -4.5786
H -3.8420 1.5627 -0.6019
C 2.2634 -3.8545 -1.2576
F 2.7135 -5.0651 -0.9967
F 3.2707 -2.9888 -1.2016
F 1.7218 -3.8143 -2.4418
S 1.1160 -3.4390 0.1394
O 0.5254 -4.6282 0.6223
O 1.9734 -2.8090 1.1053
N 0.0995 -2.2106 -0.4202
S -1.1069 -2.9339 -1.2581
O -1.6404 -2.1099 -2.2888
O -0.7666 -4.2691 -1.6774
C -2.4806 -3.1166 -0.0468
F -3.0053 -1.9147 0.2131
F -3.4165 -3.8969 -0.5743
F -2.0666 -3.6375 1.1202
C 2.8575 3.4480 0.5412
C 2.2732 2.2777 -0.2555
C 3.0485 1.0228 -0.0085
O 2.4871 -0.1107 -0.6692
C 2.9282 -0.1950 -2.0378
N 0.7848 2.0825 0.0557
H 3.9409 3.5389 0.3957
H 2.7435 3.2122 1.6094
H 2.3617 4.3931 0.3491
H 2.2922 2.4939 -1.3283
H 3.1509 0.7707 1.0526
H 4.0988 1.1387 -0.3174
H 3.9710 -0.5277 -2.0960
H 2.7993 0.7435 -2.5762
H 2.3114 -0.9341 -2.5425
H 0.6510 2.2942 1.0524
H 0.3702 2.8891 -0.4168
C -0.7565 -1.4671 3.6581
C -0.6386 -0.3182 2.6358
C -0.7524 0.9670 3.3857
O -0.6036 2.1227 2.5975
C -1.8299 2.5773 2.0587
N 0.7172 -0.3594 1.9358
H -0.3666 -1.2266 4.6541
H -0.2729 -2.3727 3.2914
H -1.8036 -1.7470 3.8369
H -1.4233 -0.4014 1.8853
H -0.0221 1.0035 4.2030
H -1.7527 0.9697 3.8557
H -2.3153 1.7934 1.4641
H -1.6278 3.4134 1.3958
H -2.5056 2.9015 2.8623
H 1.3871 -0.0435 2.6436
H 0.9949 -1.3410 1.8325

Its expectation value of S² is 6.01. The value obtained for the highest occupied orbital energy (spin up / spin down) is -0.157 / -0.156 hartree. The multiplicity is 5. The total charge is -1. For the HOMO-LUMO gap (spin up / spin down), the calculation gives 6.357 / 6.337 eV.

These are the Löwdin partial charges, in e, on atoms 1 to 4: 0.73 0.02 -0.36 -0.36

=====

(2)
Density functional theory data (ωB97M-V/def2-TZVPD) for C22H28N4O5S in the gas phase.

Element x y z (Å)
C -8.7292 -2.1077 -0.9892
C -7.5797 -2.4104 -0.0387
O -6.4488 -1.5798 -0.2952
C -6.5041 -0.3339 0.2328
O -7.3989 0.0695 0.9386
N -5.4306 0.4037 -0.1291
C -4.3406 -0.1483 -0.9091
C -3.4736 0.9815 -1.4508
C -2.8450 1.8107 -0.3190
N -1.5654 1.2589 0.0702
C -0.4227 1.9826 0.0700
O -0.3919 3.1572 -0.2606
C 0.7655 1.2109 0.4799
C 0.9459 -0.1628 0.4716
C 2.2527 -0.4087 0.9096
S 3.0593 -1.9847 0.9327
O 2.0754 -3.0056 0.7352
O 3.9329 -2.0682 2.0600
N 4.0075 -1.9225 -0.4612
C 3.2542 -1.9195 -1.7146
C 3.4619 -0.5366 -2.3611
C 4.6312 0.0023 -1.5870
C 5.3849 1.1383 -1.7843
C 6.4075 1.4246 -0.8871
C 6.6605 0.5864 0.1864
C 5.9040 -0.5592 0.3968
C 4.8926 -0.8368 -0.5021
C 2.8347 0.8134 1.1632
N 1.9393 1.7829 0.8939
C 2.1984 3.1872 1.0752
C -3.7925 1.8789 0.8922
C -5.2415 1.7181 0.4509
H -9.5460 -2.7996 -0.8051
H -9.0825 -1.0928 -0.8254
H -8.4026 -2.2083 -2.0217
H -7.9012 -2.2634 0.9974
H -7.2129 -3.4301 -0.1741
H -3.7414 -0.8318 -0.2923
H -4.7612 -0.7328 -1.7313
H -4.0888 1.6290 -2.0754
H -2.6832 0.5676 -2.0780
H -2.6233 2.8179 -0.6853
H -1.5479 0.3082 0.4010
H 0.2534 -0.9255 0.1769
H 3.6637 -2.7111 -2.3488
H 2.2128 -2.1543 -1.4991
H 2.5901 0.1120 -2.2359
H 3.6723 -0.6194 -3.4267
H 5.1837 1.7948 -2.6177
H 7.0102 2.3089 -1.0308
H 7.4594 0.8250 0.8725
H 6.0757 -1.2095 1.2381
H 3.8213 1.0309 1.5192
H 1.4438 3.7593 0.5386
H 3.1882 3.4267 0.6876
H 2.1614 3.4470 2.1352
H -3.6654 2.8241 1.4182
H -3.5473 1.0734 1.5882
H -5.9260 1.7997 1.2979
H -5.5043 2.4952 -0.2765

The value obtained for the highest occupied orbital energy is -0.320 hartree. For the HOMO-LUMO gap, the calculation gives 9.134 eV.

These are the Löwdin partial charges, in e, on atoms 1 to 4: -0.06 -0.22 -0.01 -0.54

=====

(3)
Density functional theory data (ωB97M-V/def2-TZVPD) for a molecular structure, C35H34N4O3STm.

Element x y z (Å)
Tm -1.3878 -0.4113 0.5857
O 1.3445 2.9769 4.1919
C 0.5596 3.8783 3.5917
C 0.5047 5.1756 4.1742
C -0.2519 6.1646 3.5850
C -0.8280 5.9111 2.3037
C -0.7635 4.6597 1.7260
C -0.1898 3.5655 2.4292
C -0.3303 2.1623 2.0861
O -1.2665 1.7786 1.2863
N 0.4621 1.2828 2.6977
N 0.1927 0.0165 2.4760
C 0.8449 -0.8635 3.2056
C 0.4898 -2.2090 3.4356
C 1.2478 -2.8647 4.4397
C 1.0533 -4.1830 4.7473
C 0.0308 -4.8660 4.0516
C -0.7398 -4.2500 3.0557
C -0.5588 -2.8701 2.7313
O -1.3306 -2.2350 1.8736
H 1.1498 2.0485 3.6970
H 1.0650 5.3531 5.0933
H -0.3962 7.0989 4.1021
H -1.2176 6.7688 1.7179
H -1.2541 4.4271 0.7987
H 1.7071 -0.4966 3.7516
H 1.9329 -2.2188 5.0428
H 1.6101 -4.6546 5.5725
H -0.0962 -5.9488 4.1908
H -1.4483 -4.8820 2.5274
C -3.5641 1.5360 -0.4755
C -4.4273 0.5787 0.3483
N -3.7228 -0.4616 1.1399
C -4.2512 -1.8893 1.0271
C -4.1597 -2.6045 -0.3561
S -2.7062 -2.4225 -1.4582
C -3.4134 -1.0087 -2.4399
C -2.6193 0.2951 -2.4359
N -2.4033 0.9023 -1.1276
H -3.2315 2.4112 0.0957
H -4.2165 1.9426 -1.2754
H -5.0984 0.0698 -0.3125
H -5.0171 1.2197 1.0339
H -3.7978 -0.2443 2.1260
H -5.2912 -1.9079 1.3848
H -3.7682 -2.4662 1.8044
H -5.0084 -2.3207 -0.9564
H -4.2543 -3.6522 -0.0889
H -4.4313 -0.7679 -2.0709
H -3.4698 -1.3718 -3.5002
H -3.0730 1.0684 -3.1505
H -1.5936 0.1089 -2.8230
H -1.6151 1.5845 -1.2272
C 0.6496 -0.3782 -0.6189
C 1.6851 -0.3954 -1.3935
C 2.6590 -0.3880 -2.3728
C 2.4626 0.4691 -3.5560
C 1.8402 1.7363 -3.2991
C 1.5852 2.6072 -4.3529
C 1.8996 2.2523 -5.6572
C 2.4630 1.0001 -5.9309
C 2.7581 0.1121 -4.9013
C 3.7745 -1.3104 -2.3178
C 3.7387 -2.3289 -1.3338
C 4.7859 -3.2139 -1.1179
C 5.8695 -3.1672 -1.9922
C 5.9464 -2.1344 -2.9926
C 4.9165 -1.2047 -3.1441
H 1.6000 1.9749 -2.2200
H 1.1116 3.5563 -4.1519
H 1.5191 2.9131 -6.4636
H 2.5531 0.6443 -6.9616
H 3.1184 -0.9113 -5.0519
H 2.8790 -2.2671 -0.7060
H 4.7197 -3.8837 -0.2844
H 6.7106 -3.9233 -1.9490
H 6.7212 -2.1767 -3.7278
H 5.0316 -0.4971 -3.9324

Its expectation value of S² is 2.00. The value obtained for the highest occupied orbital energy (spin up / spin down) is -0.067 / -0.067 hartree. The multiplicity is 3. The total charge is -1. For the HOMO-LUMO gap (spin up / spin down), the calculation gives 3.368 / 3.380 eV.

These are the Löwdin partial charges, in e, on atoms 1 to 4: 1.24 0.01 -0.27 -0.03

=====

(4)
Density functional theory data (ωB97M-V/def2-TZVPD) for C22H25N5O3S in the gas phase.

Element x y z (Å)
C 0.9924 7.0484 0.1862
O 1.6527 6.0741 0.9529
C 1.5694 4.7685 0.5524
C 2.2388 3.8396 1.3454
C 2.2192 2.4962 1.0358
C 1.5371 2.0310 -0.0898
N 1.5502 0.6897 -0.4891
C 0.2788 0.0367 -0.7294
C 0.4927 -1.1312 -1.6896
N 1.4507 -2.0565 -1.1145
C 1.0697 -3.3138 -0.8402
O -0.0356 -3.7442 -1.1213
C 2.0666 -4.2344 -0.1418
S 2.4423 -3.6594 1.5623
C 0.8609 -3.0576 1.9382
N 0.5610 -1.8851 2.3934
N -0.7836 -1.8317 2.4521
C -1.2344 -2.9682 2.0279
C -2.6682 -3.3294 1.8281
N -3.4714 -2.1643 1.5527
C -3.3053 -1.4609 0.3591
C -3.0561 -2.0968 -0.8562
C -2.9966 -1.3636 -2.0271
C -3.1749 0.0092 -2.0151
C -3.4195 0.6484 -0.8109
C -3.4841 -0.0769 0.3619
O -0.2351 -3.8101 1.6991
C 2.7090 -1.4137 -0.8135
C 2.4865 -0.2222 0.1310
C 0.8733 2.9687 -0.8790
C 0.8793 4.3150 -0.5650
H 1.3823 7.0902 -0.8367
H 1.1875 7.9979 0.6828
H -0.0885 6.8737 0.1548
H 2.7663 4.1950 2.2166
H 2.7277 1.8075 1.6912
H -0.1503 -0.3417 0.2127
H -0.4342 0.7363 -1.1611
H 0.8903 -0.7600 -2.6396
H -0.4432 -1.6627 -1.8630
H 1.6202 -5.2272 -0.0813
H 3.0227 -4.2902 -0.6591
H -3.0538 -3.8137 2.7323
H -2.7307 -4.0452 1.0057
H -3.5041 -1.5384 2.3484
H -2.9013 -3.1629 -0.9029
H -2.8107 -1.8764 -2.9598
H -3.1250 0.5737 -2.9340
H -3.5558 1.7197 -0.7828
H -3.6720 0.4272 1.2993
H 3.1277 -1.0406 -1.7560
H 3.4144 -2.1076 -0.3626
H 2.1246 -0.5903 1.1040
H 3.4424 0.2843 0.2699
H 0.3491 2.6463 -1.7661
H 0.3487 4.9993 -1.2086

The value obtained for the highest occupied orbital energy is -0.270 hartree. For the HOMO-LUMO gap, the calculation gives 7.820 eV.

These are the Löwdin partial charges, in e, on atoms 1 to 4: -0.10 -0.09 -0.29 0.00

=====

(5)
Density functional theory data (ωB97M-V/def2-TZVPD) for 2 unconnected molecules or ions with the total composition C2H3NO3.

Element x y z (Å)
C -1.0711 -0.3945 -0.2159
C -2.2618 -2.2813 1.5874
N 0.1436 -0.0587 0.2424
O -2.1167 -0.0650 0.2544
O -2.0304 -3.0983 0.7926
O 1.3524 -0.0198 -0.4431
H -0.9948 -0.9916 -1.2015
H 0.3356 0.2191 1.2533
H 1.0826 -0.2220 -1.3597

The value obtained for the highest occupied orbital energy is -0.355 hartree. For the HOMO-LUMO gap, the calculation gives 10.337 eV.

These are the Löwdin partial charges, in e, on atoms 1 to 4: -0.44 0.04 -0.04 -0.01